(1)
Entry from OMol25: C55H70N5O8SSiSn as an isolated structure (ωB97M-V with the def2-TZVPD basis set).

Output
energy: -3915.5155 a.u.
E_LUMO: 0.0805 Ha

ORCA input file:
```
! RIJCOSX wB97M-V def2-TZVPD def2/J DEFGRID3
* xyz -1 1
Sn -0.065 0.000 0.421
O -0.935 -3.561 -0.658
C -0.486 -3.857 -1.945
C 0.598 -2.949 -2.498
C 1.352 -3.403 -3.580
C 2.288 -2.558 -4.148
C 2.443 -1.285 -3.623
C 1.680 -0.929 -2.524
N 0.784 -1.740 -1.965
H -1.421 -2.721 -0.663
H -1.321 -3.852 -2.660
H -0.103 -4.881 -1.913
H 1.199 -4.403 -3.967
H 2.883 -2.890 -4.989
H 3.144 -0.584 -4.057
H 1.777 0.051 -2.069
O 1.084 2.266 -1.859
C 0.038 2.500 -2.787
C -1.155 1.443 -2.624
O -2.069 1.501 -3.444
O -1.074 0.637 -1.646
C 0.675 2.413 -4.162
C 2.062 2.485 -4.281
C 2.674 2.449 -5.526
C 1.913 2.332 -6.678
C 0.532 2.242 -6.569
C -0.084 2.293 -5.328
C -0.612 3.859 -2.513
C -1.230 4.050 -1.277
C -1.845 5.251 -0.972
C -1.860 6.285 -1.899
C -1.239 6.108 -3.124
C -0.617 4.904 -3.430
H 0.773 2.413 -0.956
H 2.658 2.588 -3.384
H 3.753 2.524 -5.598
H 2.389 2.320 -7.651
H -0.076 2.143 -7.460
H -1.157 2.226 -5.240
H -1.242 3.250 -0.545
H -2.328 5.374 -0.010
H -2.355 7.220 -1.667
H -1.239 6.910 -3.853
H -0.133 4.786 -4.390
O -0.592 2.060 1.489
N -0.369 2.255 2.717
N 0.154 1.295 3.370
O 0.507 0.139 2.864
C 0.313 1.482 4.773
C 0.982 0.510 5.506
C 1.100 0.637 6.880
C 0.567 1.737 7.534
C -0.084 2.718 6.796
C -0.217 2.597 5.425
H 1.406 -0.335 4.986
H 1.608 -0.136 7.442
H 0.653 1.831 8.609
H -0.507 3.579 7.297
H -0.728 3.347 4.841
O 2.300 -1.818 1.148
S 1.347 -2.860 1.585
C 2.253 -4.486 1.248
C 3.642 -4.222 0.764
C 4.755 -4.568 1.522
C 6.034 -4.254 1.089
C 6.219 -3.579 -0.108
C 5.116 -3.234 -0.875
C 3.839 -3.554 -0.444
C 1.387 -2.860 3.442
C 2.745 -2.922 4.038
C 3.225 -4.069 4.666
C 4.511 -4.105 5.184
C 5.342 -3.001 5.063
C 4.871 -1.854 4.437
C 3.580 -1.808 3.941
H 1.637 -4.951 0.478
H 2.231 -5.089 2.153
H 4.619 -5.086 2.460
H 6.889 -4.536 1.692
H 7.218 -3.324 -0.441
H 5.246 -2.708 -1.813
H 2.984 -3.279 -1.044
H 0.732 -3.678 3.748
H 0.904 -1.900 3.633
H 2.579 -4.935 4.763
H 4.871 -5.003 5.674
H 6.351 -3.037 5.453
H 5.517 -0.990 4.342
H 3.189 -0.917 3.466
C 4.372 0.675 1.219
N 4.405 2.113 1.038
C 5.724 2.698 0.946
C 5.665 4.208 1.076
C 4.605 4.725 0.120
N 3.335 4.114 0.442
C 2.141 4.804 -0.014
C 3.236 2.775 0.750
O 2.148 2.215 0.817
H 4.776 0.411 2.200
H 4.973 0.176 0.451
H 3.349 0.320 1.142
H 6.191 2.424 -0.012
H 6.343 2.271 1.740
H 6.639 4.645 0.850
H 5.386 4.479 2.096
H 4.900 4.513 -0.918
H 4.494 5.807 0.214
H 2.178 5.844 0.317
H 1.270 4.320 0.418
H 2.046 4.777 -1.104
C -3.628 1.295 1.143
Si -2.958 -0.509 0.990
C -3.322 -1.257 2.800
C -2.525 -0.404 3.791
C -4.781 -1.276 3.258
C -2.772 -2.687 2.878
C -4.285 -1.232 -0.305
C -4.150 -0.408 -1.592
C -5.745 -1.153 0.152
C -3.995 -2.694 -0.668
H -4.639 1.368 1.552
H -3.623 1.755 0.152
H -2.968 1.901 1.764
H -2.806 0.650 3.731
H -1.459 -0.489 3.579
H -2.693 -0.738 4.824
H -5.276 -0.320 3.071
H -4.836 -1.480 4.335
H -5.343 -2.059 2.750
H -1.728 -2.718 2.552
H -3.346 -3.365 2.243
H -2.824 -3.068 3.908
H -4.544 0.601 -1.459
H -4.715 -0.877 -2.408
H -3.112 -0.310 -1.907
H -5.984 -0.187 0.600
H -5.975 -1.933 0.878
H -6.409 -1.298 -0.709
H -3.056 -2.775 -1.219
H -4.791 -3.091 -1.312
H -3.934 -3.331 0.216
*
```

=====

(2)
Entry from OMol25: a 9-piece molecular cluster, C55H77BrN9O6P overall at a distorted geometry (ωB97M-V with the def2-TZVPD basis set).

Output
energy: -6001.5821 a.u.
SMILES: CCOCCOC[C@]1(Cc2ccccc2C)C(=O)N[C@@](CCCBr)(CP(=O)(O)O)[C@@H]1CC.c1cc[nH]c1.c1cc[nH]c1.c1cc[nH]c1.c1cc[nH]c1.c1cc[nH]c1.c1cc[nH]c1.c1cc[nH]c1.c1cc[nH]c1
E_LUMO: 0.0044 Ha

ORCA input file:
```
! RIJCOSX wB97M-V def2-TZVPD def2/J DEFGRID3
* xyz 0 1
C -5.070 -0.753 1.671
C -3.700 -0.666 2.341
O -2.838 0.229 1.681
C -2.935 1.558 2.143
C -1.696 2.291 1.699
O -0.565 1.740 2.360
C 0.209 2.679 3.091
C 0.970 1.910 4.156
C -0.089 1.469 5.216
C -0.435 2.506 6.269
C -1.363 3.508 5.937
C -1.772 4.485 6.834
C -1.269 4.489 8.135
C -0.350 3.507 8.486
C 0.071 2.518 7.584
C 1.040 1.508 8.140
C 2.067 2.659 4.865
O 2.324 3.827 4.879
N 2.829 1.678 5.479
C 2.942 0.454 4.631
C 4.370 0.503 4.068
C 4.826 -0.712 3.234
C 5.820 -1.653 3.933
Br 5.385 -3.507 3.512
C 2.659 -0.877 5.340
P 3.564 -1.225 6.899
O 4.441 -2.387 6.752
O 2.470 -1.507 8.043
O 4.423 0.039 7.341
C 1.802 0.736 3.582
C 2.220 0.816 2.121
C 2.973 2.104 1.676
H -5.551 -1.695 1.918
H -4.980 -0.668 0.592
H -5.695 0.064 2.026
H -3.861 -0.388 3.384
H -3.261 -1.660 2.339
H -3.818 2.044 1.713
H -3.009 1.583 3.233
H -1.572 2.083 0.635
H -1.791 3.362 1.864
H 0.894 3.179 2.404
H -0.420 3.443 3.537
H -1.014 1.193 4.721
H 0.263 0.574 5.719
H -1.785 3.516 4.942
H -2.498 5.238 6.566
H -1.588 5.221 8.858
H 0.026 3.496 9.499
H 1.083 0.600 7.558
H 0.750 1.258 9.155
H 2.036 1.942 8.192
H 3.714 2.074 5.772
H 4.490 1.384 3.449
H 5.058 0.613 4.906
H 3.991 -1.317 2.903
H 5.307 -0.362 2.324
H 6.818 -1.527 3.534
H 5.864 -1.528 5.006
H 2.936 -1.694 4.682
H 1.602 -1.015 5.548
H 1.583 -1.429 7.677
H 3.900 0.851 7.402
H 1.095 -0.096 3.610
H 2.857 -0.033 1.903
H 1.361 0.700 1.475
H 2.386 2.617 0.921
H 3.225 2.781 2.484
H 3.883 1.812 1.156
C -9.855 -2.558 1.786
C -10.176 -1.758 2.917
C -9.530 -0.560 2.765
N -8.832 -0.607 1.590
C -9.026 -1.820 0.986
H -10.195 -3.560 1.585
H -10.808 -2.031 3.745
H -9.508 0.316 3.390
H -8.262 0.133 1.226
H -8.559 -2.052 0.044
C -5.204 -4.438 -2.107
C -4.197 -4.338 -1.104
C -3.854 -3.019 -1.005
N -4.611 -2.318 -1.907
C -5.438 -3.177 -2.583
H -5.698 -5.335 -2.439
H -3.779 -5.143 -0.524
H -3.142 -2.513 -0.374
H -4.567 -1.326 -2.048
H -6.115 -2.818 -3.339
C 6.550 2.616 -3.088
C 6.181 1.293 -2.720
C 6.317 1.195 -1.362
N 6.757 2.405 -0.896
C 6.898 3.276 -1.941
H 6.559 3.033 -4.081
H 5.853 0.506 -3.378
H 6.140 0.372 -0.691
H 6.946 2.621 0.065
H 7.232 4.286 -1.779
C -1.484 -2.933 -6.163
C -1.832 -1.588 -6.475
C -2.361 -1.035 -5.340
N -2.358 -1.993 -4.365
C -1.820 -3.151 -4.853
H -1.043 -3.659 -6.825
H -1.706 -1.087 -7.421
H -2.748 -0.048 -5.145
H -2.704 -1.866 -3.432
H -1.728 -4.025 -4.232
C 0.206 -4.067 -9.722
C 0.991 -4.204 -10.900
C 1.915 -3.194 -10.896
N 1.717 -2.452 -9.763
C 0.681 -2.978 -9.042
H -0.611 -4.697 -9.412
H 0.885 -4.959 -11.661
H 2.692 -2.940 -11.596
H 2.251 -1.645 -9.501
H 0.374 -2.534 -8.112
C 2.704 -9.334 -12.998
C 2.951 -8.675 -11.762
C 2.754 -7.337 -11.966
N 2.403 -7.160 -13.277
C 2.367 -8.372 -13.912
H 2.767 -10.391 -13.193
H 3.237 -9.134 -10.830
H 2.834 -6.497 -11.296
H 2.203 -6.277 -13.707
H 2.106 -8.445 -14.954
C 3.786 7.258 1.453
C 3.168 6.140 2.080
C 3.865 5.873 3.228
N 4.882 6.787 3.315
C 4.839 7.636 2.242
H 3.489 7.731 0.532
H 2.308 5.594 1.728
H 3.720 5.112 3.980
H 5.555 6.829 4.056
H 5.556 8.431 2.132
C -4.089 3.596 -3.306
C -5.315 2.877 -3.357
C -5.049 1.590 -2.977
N -3.709 1.504 -2.700
C -3.118 2.723 -2.897
H -3.939 4.635 -3.545
H -6.280 3.262 -3.641
H -5.696 0.734 -2.881
H -3.230 0.676 -2.399
H -2.064 2.862 -2.730
*
```

=====

(3)
Entry from OMol25: a 7-piece molecular cluster, C55H84BBrCl2I2N8O2S overall at a distorted geometry (ωB97M-V with the def2-TZVPD basis set).

Output
energy: -7247.0414 a.u.
SMILES: CC[C@H](Br)c1cc(Cl)c2c(c1)N(B(C)O)c1c(CCCCCCCCCCCOC)c(/C(I)=C(/C)I)c(Cl)c(N)c1S2.CCCC#N.CCCC#N.CCCC#N.CCCC#N.CCCC#N.CCCC#N
E_LUMO: -0.0282 Ha

ORCA input file:
```
! RIJCOSX wB97M-V def2-TZVPD def2/J DEFGRID3
* xyz 0 1
C 4.045 -5.227 0.928
C 3.461 -3.835 0.355
C 3.440 -2.710 1.536
Br 1.833 -2.895 2.708
C 3.665 -1.228 0.975
C 4.991 -0.942 0.189
C 5.314 0.472 -0.355
Cl 6.860 0.892 -1.234
C 4.306 1.632 -0.128
C 2.977 1.421 0.636
C 2.700 -0.036 1.169
N 1.966 2.447 0.948
B 2.154 3.047 2.318
C 1.292 2.349 3.538
O 3.074 4.157 2.583
C 1.820 3.464 -0.110
C 0.379 4.079 -0.295
C -0.860 3.608 0.635
C -1.196 2.028 0.453
C -1.446 1.606 -1.075
C -2.998 1.831 -1.482
C -3.662 0.417 -1.855
C -4.464 -0.289 -0.655
C -5.567 -1.348 -1.189
C -7.072 -0.801 -1.132
C -7.530 -0.298 0.339
C -7.799 1.296 0.204
C -7.818 2.074 1.602
O -6.548 1.925 2.297
C -6.214 3.148 3.015
C 0.124 5.194 -1.364
C -1.300 5.897 -1.584
I -2.528 5.384 -3.339
C -1.756 6.870 -0.635
C -3.159 7.624 -0.715
I -0.416 7.326 1.056
C 1.293 5.685 -2.300
Cl 1.011 6.953 -3.597
C 2.721 5.100 -2.140
N 3.814 5.600 -3.011
C 2.939 4.016 -1.026
S 4.664 3.336 -0.772
H 4.467 -5.919 0.110
H 4.849 -5.081 1.743
H 3.184 -5.788 1.451
H 4.101 -3.412 -0.510
H 2.381 -3.949 -0.005
H 4.345 -2.927 2.223
H 5.707 -1.831 0.053
H 1.731 -0.219 1.766
H 0.689 1.466 3.094
H 0.520 3.054 3.995
H 2.046 1.919 4.280
H 3.950 3.695 2.655
H -0.645 3.894 1.728
H -1.834 4.166 0.360
H -2.124 1.813 1.111
H -0.347 1.408 0.937
H -0.824 2.189 -1.837
H -1.112 0.505 -1.170
H -3.559 2.404 -0.650
H -3.043 2.507 -2.420
H -4.405 0.512 -2.738
H -2.810 -0.260 -2.248
H -4.894 0.473 0.091
H -3.713 -0.922 -0.040
H -5.537 -2.291 -0.521
H -5.324 -1.733 -2.251
H -7.190 0.049 -1.898
H -7.832 -1.615 -1.446
H -8.553 -0.755 0.630
H -6.709 -0.521 1.097
H -6.925 1.705 -0.428
H -8.751 1.471 -0.423
H -8.029 3.187 1.363
H -8.640 1.619 2.254
H -5.458 2.874 3.831
H -7.116 3.615 3.548
H -5.707 3.931 2.332
H -3.999 6.946 -1.131
H -3.115 8.602 -1.328
H -3.521 7.922 0.343
H 3.693 6.605 -3.205
H 3.688 5.121 -3.927
C 0.624 -4.673 -4.690
C 1.733 -3.946 -3.939
C 2.850 -4.877 -3.466
C 2.388 -5.832 -2.454
N 2.027 -6.581 -1.659
H 0.109 -5.391 -4.047
H -0.119 -3.956 -5.048
H 1.022 -5.209 -5.556
H 1.301 -3.411 -3.087
H 2.166 -3.191 -4.604
H 3.656 -4.272 -3.040
H 3.275 -5.415 -4.320
C 0.169 -8.392 0.474
C -0.640 -9.118 -0.594
C -2.042 -9.510 -0.124
C -2.012 -10.508 0.949
N -1.989 -11.289 1.794
H 0.354 -9.032 1.340
H 1.137 -8.091 0.070
H -0.350 -7.492 0.815
H -0.089 -10.005 -0.922
H -0.734 -8.461 -1.464
H -2.597 -9.921 -0.973
H -2.587 -8.622 0.209
C 7.196 -4.589 -3.666
C 7.200 -5.907 -4.430
C 7.504 -5.739 -5.919
C 6.451 -4.997 -6.619
N 5.626 -4.411 -7.169
H 6.404 -3.924 -4.021
H 7.025 -4.772 -2.602
H 8.153 -4.071 -3.771
H 6.235 -6.406 -4.295
H 7.960 -6.561 -3.991
H 7.601 -6.729 -6.374
H 8.465 -5.235 -6.051
C -1.192 -11.716 5.223
C -2.388 -12.611 5.521
C -3.112 -12.237 6.816
C -2.280 -12.455 8.003
N -1.626 -12.623 8.935
H -0.419 -11.812 5.990
H -0.746 -11.994 4.265
H -1.492 -10.667 5.165
H -2.057 -13.654 5.561
H -3.096 -12.532 4.690
H -4.017 -12.845 6.902
H -3.435 -11.192 6.775
C 2.862 9.948 -3.109
C 4.297 9.619 -3.502
C 5.257 10.796 -3.318
C 4.953 11.909 -4.222
N 4.714 12.785 -4.929
H 2.441 10.730 -3.747
H 2.232 9.061 -3.212
H 2.807 10.284 -2.070
H 4.317 9.276 -4.541
H 4.645 8.786 -2.883
H 6.278 10.453 -3.510
H 5.230 11.141 -2.280
C -2.625 10.231 6.274
C -2.593 8.908 5.519
C -2.284 9.071 4.030
C -3.345 9.789 3.316
N -4.176 10.355 2.756
H -3.427 10.879 5.911
H -2.798 10.053 7.338
H -1.677 10.766 6.169
H -3.550 8.393 5.653
H -1.823 8.271 5.967
H -2.167 8.080 3.583
H -1.331 9.592 3.900
*
```

=====

Question: Among the records above, which one has the highest energy?
Answer: C55H70N5O8SSiSn